Record 1
{"formula": "C22H37N8O5S4Y", "method": "ωB97M-V/def2-TZVPD", "max_force_ev_per_a": 0.46, "e_above_lowest_ev": 0.976, "total_charge": -2, "lumo_ha": 0.1523, "homo_lumo_gap_ev": 6.27, "species": ["Y", "C", "C", "C", "C", "C", "C", "C", "S", "O", "O", "N", "C", "C", "O", "O", "H", "H", "H", "H", "H", "H", "H", "H", "H", "S", "C", "C", "N", "C", "S", "C", "N", "N", "H", "H", "H", "N", "N", "H", "H", "H", "H", "C", "C", "C", "C", "O", "H", "H", "H", "H", "H", "H", "H", "H", "H", "C", "C", "N", "C", "S", "N", "C", "C", "H", "H", "H", "H", "H", "H", "H", "H", "H", "H", "H", "H"], "xyz": [[1.2748, -0.2077, 0.8091], [2.8545, 4.0183, -3.7431], [3.2945, 2.8215, -2.9458], [4.5442, 2.7808, -2.3369], [4.9333, 1.7009, -1.5556], [4.0699, 0.6376, -1.3690], [2.8188, 0.6595, -1.9749], [2.4387, 1.7394, -2.7533], [4.6073, -0.7442, -0.3840], [4.4937, -1.9265, -1.2212], [5.9553, -0.4508, 0.0690], [3.5485, -0.7271, 0.8049], [3.8923, -1.7837, 1.7868], [2.7495, -2.1905, 2.7202], [3.0008, -2.9604, 3.6406], [1.5826, -1.7169, 2.4412], [3.7127, 4.6105, -4.0659], [2.2103, 4.6657, -3.1452], [2.2946, 3.7166, -4.6308], [5.2205, 3.6202, -2.4578], [5.8999, 1.6787, -1.0694], [2.0814, -0.1244, -1.8321], [1.4424, 1.7514, -3.1831], [4.7401, -1.4869, 2.4073], [4.1835, -2.7108, 1.2801], [2.1118, 2.5906, 0.6789], [0.8263, 3.4751, -0.0759], [1.1459, 4.8110, -0.5019], [1.4255, 5.8792, -0.8350], [-0.4394, 3.0144, -0.3042], [-1.0281, 1.4262, 0.1004], [-1.4071, 3.8783, -0.9202], [-2.2250, 4.5452, -1.3876], [0.6153, 0.8154, 2.9888], [0.3375, 1.7582, 2.7510], [1.4219, 0.8525, 3.6006], [-0.1406, 0.3598, 3.4947], [-0.5406, -4.0117, 2.7102], [-1.2323, -2.8388, 2.2430], [0.4600, -3.8224, 2.7086], [-0.7214, -4.7421, 2.0354], [-0.7634, -2.4962, 1.4055], [-1.0676, -2.1487, 2.9684], [-1.0911, -3.4379, -1.1472], [-0.0739, -2.3702, -1.5575], [-0.7053, -1.4203, -2.5770], [1.1509, -3.0609, -2.1623], [0.3184, -1.6516, -0.4282], [-1.3964, -4.0515, -2.0003], [-1.9862, -2.9794, -0.7187], [-0.6484, -4.0906, -0.3889], [-1.0920, -1.9579, -3.4494], [0.0388, -0.6987, -2.9250], [-1.5112, -0.8521, -2.1094], [0.8942, -3.6251, -3.0658], [1.5883, -3.7452, -1.4327], [1.9184, -2.3295, -2.4146], [-4.6121, -1.6945, -0.0318], [-3.4890, -0.8669, 0.5659], [-3.4290, -0.9714, 2.0222], [-3.3912, 0.0234, 2.9202], [-2.6094, -0.1981, 4.4153], [-4.0045, 1.1955, 2.6672], [-5.0794, 1.4875, 1.7298], [-4.7059, 2.5236, 0.6822], [-4.5866, -1.6245, -1.1217], [-5.5955, -1.3646, 0.3142], [-4.4993, -2.7459, 0.2427], [-3.5304, 0.1749, 0.2631], [-2.5299, -1.2239, 0.1782], [-2.9578, -1.8203, 2.3394], [-3.8353, 1.8677, 3.3946], [-5.9354, 1.8446, 2.3130], [-5.4021, 0.5521, 1.2741], [-4.4548, 3.4769, 1.1527], [-5.5437, 2.6985, 0.0026], [-3.8362, 2.2189, 0.1010]], "forces_ev_per_angstrom": [[-0.383, 0.253, -0.037], [0.021, 0.004, -0.060], [0.029, -0.052, 0.054], [-0.041, 0.003, -0.016], [0.034, 0.037, 0.013], [-0.006, -0.090, -0.088], [-0.148, 0.121, 0.004], [0.022, 0.034, 0.030], [-0.231, 0.215, -0.021], [0.010, -0.016, -0.035], [0.034, 0.011, -0.010], [0.058, -0.394, 0.088], [0.065, 0.018, -0.085], [0.030, -0.009, -0.113], [-0.035, 0.021, -0.034], [0.169, 0.012, -0.064], [-0.013, -0.005, 0.013], [0.004, -0.003, 0.024], [-0.003, -0.005, 0.021], [-0.009, -0.002, -0.006], [-0.026, -0.013, -0.010], [0.188, -0.312, -0.030], [0.015, 0.026, -0.002], [0.021, 0.017, 0.030], [0.032, -0.016, 0.008], [0.058, -0.089, 0.064], [-0.137, -0.029, -0.038], [0.010, -0.001, 0.068], [0.013, -0.007, -0.027], [0.054, 0.007, 0.029], [0.115, -0.070, -0.145], [-0.015, 0.054, 0.048], [0.025, -0.041, -0.012], [-0.097, -0.122, -0.018], [-0.042, 0.132, 0.051], [0.040, 0.013, 0.020], [-0.091, 0.019, 0.031], [-0.043, -0.056, 0.028], [0.005, -0.170, 0.066], [0.053, 0.011, 0.027], [-0.001, -0.068, -0.034], [0.072, 0.170, -0.069], [-0.029, 0.118, 0.062], [-0.094, -0.074, 0.029], [0.088, -0.018, 0.111], [0.035, 0.041, -0.069], [0.000, -0.030, -0.045], [0.129, 0.245, 0.178], [0.023, 0.004, -0.003], [0.065, -0.049, -0.033], [-0.020, 0.024, -0.046], [-0.002, -0.005, 0.033], [-0.015, 0.000, 0.014], [-0.022, -0.009, -0.003], [-0.020, 0.018, 0.023], [-0.004, 0.013, 0.009], [0.037, 0.013, -0.011], [-0.057, -0.062, -0.044], [0.178, 0.083, -0.008], [-0.072, -0.095, 0.017], [-0.078, -0.107, -0.029], [-0.019, 0.073, -0.025], [0.032, 0.035, -0.046], [-0.058, -0.101, 0.049], [-0.003, 0.086, -0.028], [-0.002, -0.010, 0.017], [0.037, 0.009, -0.004], [0.006, 0.025, 0.000], [-0.063, -0.033, 0.041], [-0.046, 0.026, 0.043], [0.019, 0.045, -0.064], [0.003, 0.085, 0.031], [0.002, 0.014, 0.010], [0.054, 0.073, 0.011], [0.011, -0.035, -0.013], [0.004, -0.014, 0.021], [0.024, 0.002, 0.008]]}

***

Record 2
{"formula": "C22H37O2SiTi", "method": "ωB97M-V/def2-TZVPD", "max_force_ev_per_a": 3.85, "e_above_lowest_ev": 2.641, "total_charge": 1, "lumo_ha": -0.1577, "homo_lumo_gap_ev": 6.89, "species": ["O", "C", "C", "H", "H", "C", "H", "H", "C", "H", "H", "H", "C", "H", "H", "H", "Ti", "C", "C", "C", "H", "C", "C", "H", "H", "H", "H", "C", "C", "C", "H", "C", "C", "H", "H", "H", "H", "O", "C", "C", "H", "H", "C", "H", "H", "C", "H", "H", "H", "H", "C", "Si", "C", "C", "H", "H", "H", "H", "H", "H", "H", "H", "H"], "xyz": [[-0.4733, -1.0802, -2.1491], [-1.8485, -1.6064, -2.1659], [-1.5939, -2.4478, -3.4119], [-2.5770, -0.8007, -2.3240], [-2.0749, -2.1845, -1.2668], [-0.2230, -1.7129, -3.4471], [-2.2693, -2.2423, -4.2401], [-1.5122, -3.5096, -3.1944], [-0.1570, -0.6981, -4.5693], [-1.1256, -0.1888, -4.6783], [0.0892, -1.1914, -5.5184], [0.6225, 0.0422, -4.3495], [1.0032, -2.5961, -3.4179], [0.9520, -3.3313, -2.6101], [1.8942, -1.9696, -3.2945], [1.0962, -3.1364, -4.3693], [1.3748, 1.4372, 0.5459], [3.3232, 2.4931, 1.3287], [2.6430, 2.1070, 2.5378], [2.5028, 0.6791, 2.5395], [2.3439, 2.7795, 3.3393], [3.0994, 0.1642, 1.3385], [3.6468, 1.2926, 0.6129], [4.3236, 1.2380, -0.2376], [3.5825, 3.5115, 1.0459], [2.0869, 0.0771, 3.3517], [3.2033, -0.8875, 1.0795], [1.4922, 2.3594, -1.6390], [2.1436, 1.0919, -1.5956], [1.2297, 0.1222, -1.0751], [3.1422, 0.8554, -1.9566], [-0.0543, 0.8027, -0.8814], [0.1157, 2.1596, -1.3172], [-0.6897, 2.8905, -1.3791], [1.9569, 3.3130, -1.9063], [1.4682, -0.9218, -0.9054], [-0.9808, 0.3948, -0.4867], [-2.2091, -2.0485, 0.9782], [-0.8405, -2.2075, 1.4041], [-0.6148, -3.6509, 1.8650], [-0.6481, -1.5023, 2.2399], [-0.1685, -1.9057, 0.5817], [-2.0402, -4.1858, 2.1353], [0.0085, -3.6746, 2.7600], [-0.1331, -4.2425, 1.0764], [-2.9855, -3.1327, 1.5335], [-2.2123, -4.2658, 3.2096], [-2.2079, -5.1588, 1.6646], [-3.6522, -2.7280, 2.3143], [-3.6202, -3.5591, 0.7412], [0.0159, 4.6723, 1.5915], [-0.4668, 2.8645, 1.8438], [-0.6069, 2.6582, 3.7093], [-2.1796, 2.4975, 1.1228], [1.0088, 4.8744, 2.0159], [-0.7070, 5.3234, 2.1042], [0.0466, 4.9542, 0.5325], [-1.6181, 2.9343, 4.0398], [-0.4198, 1.6230, 4.0158], [0.1091, 3.2999, 4.2381], [-2.9567, 2.8457, 1.8190], [-2.3309, 2.9903, 0.1555], [-2.3273, 1.4189, 0.9748]], "forces_ev_per_angstrom": [[-1.611, -1.721, -1.344], [-0.026, -0.142, 0.108], [0.459, 0.399, 0.255], [0.150, -0.087, 0.219], [-0.001, 0.409, -0.042], [-0.437, -0.664, -0.634], [0.150, -0.210, -0.073], [-0.070, -0.052, -0.161], [0.035, 0.330, 0.096], [0.337, -0.021, 0.009], [-0.105, 0.103, 0.212], [-0.130, -0.036, -0.124], [0.102, 0.062, -0.061], [0.011, 0.111, -0.025], [0.014, -0.178, 0.010], [-0.006, 0.123, 0.219], [1.221, 2.280, 2.855], [-0.089, -1.240, 0.479], [-0.266, -0.327, -0.748], [0.405, 0.326, -0.735], [-0.039, -0.237, -0.316], [0.658, 1.200, 0.624], [0.345, -0.177, 1.132], [-0.456, 0.010, 0.289], [-0.069, -0.325, 0.019], [-0.048, 0.300, -0.444], [-0.033, 0.352, 0.008], [-0.100, -0.429, -0.066], [-0.992, -0.679, -0.267], [-0.631, 1.181, -1.390], [-0.294, 0.252, 0.353], [1.080, 0.348, -1.413], [-0.082, -0.859, 0.997], [0.423, -0.135, 0.255], [-0.235, -0.478, 0.017], [-0.192, 0.266, -0.023], [0.300, -0.015, -0.100], [0.788, -0.860, 0.333], [-0.066, 0.712, 0.243], [-0.287, -0.064, -0.442], [-0.134, -0.224, -0.175], [-0.354, -0.198, 0.051], [0.134, 0.265, -0.074], [-0.004, -0.098, -0.134], [-0.036, 0.173, 0.210], [-0.513, 0.187, 0.169], [-0.035, -0.150, -0.127], [0.115, 0.133, 0.235], [0.198, -0.056, -0.321], [0.255, 0.263, 0.141], [0.028, 0.063, -0.185], [0.001, 0.217, -0.260], [0.166, -0.296, 0.140], [0.017, -0.043, 0.062], [-0.204, -0.021, -0.040], [0.154, -0.108, -0.136], [-0.043, 0.045, 0.150], [0.236, -0.059, -0.083], [-0.109, 0.117, 0.112], [-0.120, -0.125, -0.091], [0.156, -0.055, -0.234], [-0.043, -0.061, 0.171], [-0.076, 0.205, 0.093]]}

***

Record 3
{"formula": "C22H38BrN3O2RuSi2", "method": "ωB97M-V/def2-TZVPD", "max_force_ev_per_a": 1.18, "e_above_lowest_ev": 0.789, "total_charge": 1, "lumo_ha": [-0.1118, -0.1307], "homo_lumo_gap_ev": [6.89, 6.48], "multiplicity": 2, "species": ["Ru", "C", "Si", "C", "C", "N", "C", "C", "C", "C", "C", "C", "N", "Si", "C", "C", "C", "H", "H", "H", "H", "H", "H", "H", "H", "H", "H", "H", "H", "H", "H", "H", "H", "H", "H", "H", "H", "H", "H", "C", "O", "C", "C", "O", "C", "H", "H", "H", "H", "H", "H", "H", "H", "H", "H", "C", "C", "C", "C", "C", "Br", "N", "C", "H", "H", "H", "H", "H", "H"], "xyz": [[0.0333, 0.0483, 0.0394], [-0.0059, -2.7037, 3.5591], [1.1702, -1.8417, 2.4037], [1.4109, -2.8832, 0.8780], [2.8434, -1.5351, 3.1710], [0.4479, -0.2745, 1.8937], [0.1944, 0.7394, 2.7477], [0.4761, 0.7488, 4.1472], [0.1882, 1.8497, 4.8891], [-0.3713, 3.0051, 4.2765], [-0.6442, 3.0258, 2.9447], [-0.3658, 1.8829, 2.1325], [-0.5474, 1.7698, 0.7929], [-1.5738, 2.9825, -0.0530], [-2.1256, 2.3020, -1.6997], [-0.5755, 4.5343, -0.3303], [-3.1401, 3.2726, 0.9196], [0.4008, -3.6757, 3.8445], [-0.9685, -2.8700, 3.0720], [-0.1909, -2.1415, 4.4740], [2.0082, -3.7625, 1.1291], [1.9486, -2.3403, 0.0947], [0.4603, -3.2382, 0.4826], [3.2156, -2.4521, 3.6321], [2.8275, -0.7645, 3.9416], [3.5660, -1.2317, 2.4110], [0.9131, -0.1234, 4.6121], [0.3954, 1.8574, 5.9506], [-0.5657, 3.8820, 4.8789], [-1.0298, 3.9264, 2.4910], [-1.4609, 2.6005, -2.5091], [-3.1225, 2.6825, -1.9269], [-2.1895, 1.2115, -1.6858], [0.3632, 4.2988, -0.8370], [-0.3282, 5.0632, 0.5900], [-1.1319, 5.2245, -0.9681], [-3.7504, 2.3668, 0.9111], [-3.7185, 4.0638, 0.4376], [-2.9887, 3.5577, 1.9580], [3.0853, 1.0893, 0.6443], [2.4764, 0.1514, -0.2450], [2.7785, 0.3977, -1.6102], [1.7756, 1.3698, -2.1781], [0.4951, 0.7323, -2.1275], [-0.0451, 0.4375, -3.4127], [4.1719, 1.0136, 0.5676], [2.7647, 0.8340, 1.6499], [2.7690, 2.1114, 0.4208], [2.6737, -0.5647, -2.1164], [3.8070, 0.7482, -1.7310], [2.0320, 1.6638, -3.1974], [1.7129, 2.2705, -1.5604], [-0.1146, 1.3478, -4.0107], [-1.0421, 0.0282, -3.2730], [0.5819, -0.2922, -3.9331], [-0.5535, -4.0571, -4.0303], [-1.1880, -3.2964, -2.9026], [-2.5394, -3.4203, -2.5883], [-3.0851, -2.6991, -1.5415], [-2.2430, -1.8577, -0.8359], [-2.8738, -0.8775, 0.6395], [-0.9531, -1.6970, -1.1251], [-0.4468, -2.4161, -2.1330], [-1.1161, -4.9597, -4.2590], [0.4682, -4.3442, -3.7855], [-0.5207, -3.4497, -4.9366], [-3.1668, -4.0927, -3.1601], [-4.1253, -2.7887, -1.2685], [0.6124, -2.2801, -2.3179]], "forces_ev_per_angstrom": [[0.375, 0.161, -1.108], [-0.020, 0.039, 0.040], [0.000, 0.208, -0.002], [-0.018, 0.031, -0.131], [0.036, 0.029, 0.057], [-0.206, -0.532, 0.566], [0.181, -0.053, 0.239], [-0.024, -0.128, -0.254], [-0.098, 0.255, -0.015], [0.117, -0.161, 0.217], [0.073, -0.165, -0.347], [-0.140, 0.276, 0.352], [-0.005, 0.271, 0.110], [0.092, -0.103, 0.091], [0.092, -0.140, -0.064], [-0.026, 0.029, 0.016], [0.016, 0.014, 0.094], [0.000, -0.042, -0.008], [-0.016, -0.007, -0.018], [-0.010, 0.008, 0.012], [0.027, 0.002, 0.064], [-0.032, -0.025, 0.029], [-0.026, -0.028, -0.040], [0.017, -0.032, -0.013], [0.049, -0.015, -0.009], [0.015, -0.040, -0.006], [-0.048, 0.018, 0.038], [-0.007, 0.002, 0.006], [0.000, 0.008, 0.004], [0.020, 0.025, 0.035], [0.011, -0.016, -0.040], [-0.018, 0.050, 0.006], [-0.043, 0.028, 0.008], [0.009, 0.004, -0.026], [0.008, -0.012, 0.028], [0.002, 0.018, -0.022], [-0.019, -0.014, -0.027], [-0.026, -0.002, -0.044], [-0.074, -0.002, -0.030], [-0.006, 0.116, 0.061], [-0.066, -0.231, -0.018], [0.064, -0.035, -0.081], [0.013, 0.042, 0.166], [-0.245, 0.233, -0.141], [-0.011, -0.086, -0.079], [-0.005, -0.007, -0.007], [0.017, 0.041, -0.042], [-0.006, -0.004, 0.005], [0.084, 0.023, -0.076], [-0.011, 0.030, 0.062], [-0.079, -0.070, -0.025], [0.028, -0.031, -0.054], [0.004, -0.003, 0.017], [0.045, 0.014, -0.001], [-0.012, 0.014, -0.030], [0.010, 0.013, -0.007], [-0.028, -0.004, 0.012], [0.006, 0.005, -0.015], [0.102, 0.014, 0.011], [0.154, -0.024, -0.036], [-0.351, -0.043, 0.057], [-0.080, 0.088, 0.398], [0.085, -0.032, 0.018], [0.000, -0.014, 0.005], [0.009, -0.005, -0.001], [-0.008, 0.002, -0.006], [-0.002, -0.008, -0.001], [-0.012, 0.006, 0.013], [0.012, 0.002, -0.013]]}